DFT (the ωB97M-V functional and the def2-TZVPD basis) results for a molecular structure, C4H7CoLiO2 at a distorted geometry.

Calculated values
HOMO (spin up / spin down)   -16.3 / -16.3 eV
Frontier orbital gap (spin up / spin down)   0.2566 / 0.2400 Eh
Energy relative to the best compared isomer or geometry (same formula, charge and spin)   92.91 kcal per mole
Max |F|   5.988 eV/A

```
! RIJCOSX wB97M-V def2-TZVPD def2/J DEFGRID3
* xyz 2 4
O -0.177 -0.397 1.554
C 0.492 0.704 1.722
C 0.866 1.242 0.409
Li -1.150 1.802 2.472
Co 0.642 -1.583 -0.020
H 1.147 0.896 2.570
H 0.088 1.852 -0.027
H 1.864 1.656 0.358
C -1.065 -0.941 -1.051
C 0.212 -0.098 -1.282
O -1.027 -2.260 -0.813
H -2.021 -0.588 -1.432
H -0.188 0.132 -2.246
H 0.922 0.634 -1.710
H -0.607 -3.051 -0.503
*
```

Löwdin population analysis, charges in e, atoms 1 to 5:
1 O -0.16
2 C -0.33
3 C 0.00
4 Li 0.90
5 Co 0.82